[1]
117
Properties=species:S:1:pos:R:3:forces:R:3 method="wB97M-V/def2-TZVPD" e_homo_ev=-8.592 orbital_gap_ev=8.58 smiles=CCCCNB1OBOB(CCCS)O1.CCCC#N.CCCC#N.CCCC#N.CCCC#N.CCCC#N.CCCC#N.CCCC#N de_lowest_kj_mol=146.0
C -4.3523 2.8250 -1.9481 0.0 0.5 1.0
C -3.3571 1.7813 -1.2816 -0.4 -0.8 -0.9
C -2.1711 1.3158 -2.2693 -0.6 1.4 0.3
C -0.7527 1.2129 -1.5550 -0.4 0.0 -1.8
N -0.3783 -0.1397 -1.0586 -1.1 0.4 1.6
B -0.9390 -0.4469 0.2760 1.4 -0.1 0.0
O -2.3301 -0.5154 0.6258 0.9 -1.9 -0.1
B -2.6807 -1.7987 1.1554 1.7 0.7 0.6
O -1.6750 -2.4614 1.9377 -0.9 2.5 -0.9
B -0.7669 -1.3971 2.3404 0.3 -0.4 0.2
C -0.7674 -1.0065 3.9007 0.8 0.1 -0.1
C 0.3956 -0.0099 4.3407 -1.4 0.8 1.0
C -0.2982 1.1237 5.2438 -0.1 -0.1 0.7
S -1.2310 2.3495 4.1719 -0.1 -0.1 0.4
O 0.0133 -0.7560 1.3273 -3.2 -0.7 0.3
H -3.8342 3.8297 -2.1413 -0.8 -1.7 0.1
H -5.1686 3.0326 -1.1789 0.8 -0.2 -1.0
H -4.8618 2.4404 -2.8815 0.7 0.4 0.9
H -3.9548 0.8436 -1.0357 0.7 1.3 0.1
H -2.9408 2.2092 -0.3245 -0.4 -0.4 -1.0
H -2.1044 2.1456 -3.0455 0.1 -1.1 0.9
H -2.4826 0.3877 -2.8270 0.6 0.8 0.7
H -0.7275 1.9881 -0.7320 0.2 -1.0 -0.8
H 0.0182 1.4925 -2.3456 -0.8 -0.2 1.1
H -0.5483 -0.8818 -1.7432 0.1 0.7 0.1
H -3.7630 -2.2511 0.9641 0.2 0.0 0.1
H -1.7599 -0.5004 4.1335 1.0 -0.7 -0.5
H -0.7349 -1.9402 4.5403 -0.1 0.9 -0.7
H 0.9100 0.5127 3.4826 -0.4 -0.9 0.8
H 1.1212 -0.5399 5.0236 -0.6 0.6 -1.0
H -1.0914 0.6625 5.9138 1.2 0.4 -0.6
H 0.4475 1.6896 5.8756 -0.8 -0.7 -0.7
H -2.1343 2.9663 5.0314 0.9 -0.8 -0.3
C -4.6561 -1.1096 6.1740 0.0 0.0 -0.1
C -3.9076 -1.4529 7.4578 0.0 -0.1 -0.3
C -4.3084 -0.5636 8.6381 0.3 0.5 -0.3
C -4.0052 0.8661 8.3261 0.1 0.8 0.1
N -3.7690 1.9770 8.0840 -0.3 -1.6 0.3
H -4.4367 -0.0927 5.8398 0.0 0.0 0.1
H -4.3599 -1.7862 5.3695 0.0 0.0 0.0
H -5.7369 -1.2001 6.3138 0.1 0.0 0.0
H -2.8325 -1.3640 7.2762 0.0 0.0 0.1
H -4.1045 -2.4966 7.7163 0.0 0.1 0.1
H -3.7566 -0.8560 9.5339 0.0 0.2 0.0
H -5.3755 -0.6632 8.8501 0.1 0.1 0.0
C 4.3919 -2.3446 4.1354 0.1 0.1 0.1
C 3.8433 -3.6822 3.6528 0.3 0.2 0.0
C 2.3181 -3.7703 3.7493 0.1 0.0 0.7
C 1.8872 -3.6086 5.1708 -0.5 0.1 0.7
N 1.5530 -3.4812 6.2764 0.5 -0.2 -1.6
H 4.1722 -2.1777 5.1929 -0.1 0.0 -0.1
H 5.4761 -2.3168 4.0211 -0.1 0.0 -0.1
H 3.9678 -1.5163 3.5605 0.0 0.0 0.0
H 4.2984 -4.4850 4.2402 -0.1 0.0 -0.1
H 4.1436 -3.8350 2.6129 -0.1 0.0 0.0
H 1.9729 -4.7386 3.3804 -0.1 0.1 0.1
H 1.8495 -2.9901 3.1436 0.0 0.0 0.1
C 0.4250 -4.9985 -3.4683 0.0 0.0 0.0
C -1.0981 -4.9263 -3.4987 0.3 -0.2 0.2
C -1.6256 -3.8841 -4.4881 0.2 0.5 0.4
C -1.1325 -2.5251 -4.1095 0.1 0.8 0.0
N -0.7497 -1.4676 -3.8146 -0.5 -1.7 -0.6
H 0.8661 -4.0555 -3.1365 0.0 0.0 -0.1
H 0.7543 -5.7727 -2.7726 0.0 0.0 -0.1
H 0.8263 -5.2370 -4.4572 0.0 0.0 0.1
H -1.4629 -4.6993 -2.4930 -0.1 0.0 -0.1
H -1.4956 -5.9075 -3.7708 -0.1 0.1 0.0
H -2.7177 -3.8789 -4.4836 0.1 0.2 0.0
H -1.2920 -4.1140 -5.5031 0.0 0.1 0.1
C 0.7737 5.9071 -5.1108 0.0 0.0 0.1
C 0.2531 4.5811 -5.6568 0.3 0.3 0.0
C -1.2695 4.4585 -5.5677 0.0 -0.1 0.8
C -1.7030 4.5479 -4.1394 -0.5 0.2 0.7
N -2.0396 4.6346 -3.0298 0.9 0.1 -1.8
H 0.5494 6.0211 -4.0476 -0.1 0.0 -0.1
H 1.8588 5.9630 -5.2207 -0.1 0.0 0.0
H 0.3337 6.7523 -5.6477 0.0 0.0 0.1
H 0.7236 3.7615 -5.1059 -0.1 0.0 -0.1
H 0.5573 4.4822 -6.7005 -0.2 -0.1 0.1
H -1.5942 3.5025 -5.9809 -0.1 0.1 0.1
H -1.7533 5.2556 -6.1373 0.0 0.0 0.1
C 8.1426 -5.7646 -0.1291 0.0 -0.1 0.0
C 6.6536 -5.5351 -0.3655 0.2 -0.3 0.0
C 6.2728 -4.0525 -0.3722 0.1 0.0 0.7
C 6.6046 -3.4333 0.9469 0.1 0.6 0.6
N 6.8624 -2.9521 1.9721 -0.3 -0.8 -1.5
H 8.4561 -5.3950 0.8498 0.0 0.0 -0.1
H 8.3721 -6.8316 -0.1614 0.0 0.1 0.0
H 8.7427 -5.2645 -0.8941 0.0 0.0 0.1
H 6.0863 -6.0591 0.4092 -0.1 0.1 -0.1
H 6.3730 -5.9785 -1.3246 -0.1 0.1 0.0
H 5.2025 -3.9391 -0.5577 0.1 0.1 0.1
H 6.8112 -3.5210 -1.1603 0.0 0.0 0.1
C -0.1380 5.6587 2.8154 0.0 0.0 -0.1
C 0.9908 6.5307 3.3542 -0.1 -0.3 -0.1
C 0.5292 7.9418 3.7275 -0.1 0.1 -0.7
C -0.0190 8.6377 2.5234 -0.3 0.6 -0.5
N -0.4444 9.1786 1.5878 0.6 -0.8 1.3
H -0.5547 6.0653 1.8907 0.0 0.1 0.1
H 0.2309 4.6566 2.5914 -0.1 0.0 0.1
H -0.9457 5.5677 3.5464 0.0 0.0 -0.1
H 1.7843 6.5880 2.6035 0.0 0.1 0.1
H 1.4190 6.0512 4.2387 0.0 0.1 0.0
H 1.3679 8.5209 4.1197 -0.1 0.1 -0.1
H -0.2443 7.9013 4.4980 0.0 0.1 -0.1
C -1.2328 -0.7752 -9.7266 0.0 -0.1 -0.1
C -0.4766 -1.1686 -8.4619 0.0 0.0 -0.3
C -0.8961 -0.3515 -7.2370 0.4 0.5 -0.3
C -0.6247 1.0973 -7.4718 0.0 0.7 0.1
N -0.4131 2.2242 -7.6541 -0.3 -1.7 0.1
H -1.0357 0.2619 -10.0067 0.0 0.0 0.1
H -0.9226 -1.4020 -10.5653 -0.1 0.0 0.0
H -2.3113 -0.8964 -9.5924 0.1 0.0 0.0
H 0.5961 -1.0470 -8.6376 -0.1 0.0 0.1
H -0.6509 -2.2291 -8.2585 0.0 0.1 0.1
H -0.3391 -0.6769 -6.3573 -0.1 0.2 0.1
H -1.9611 -0.4852 -7.0318 0.1 0.1 0.0

***

[2]
40
Properties=species:S:1:pos:R:3:forces:R:3 method="wB97M-V/def2-TZVPD" e_homo_ev="-17.944 / -17.998" orbital_gap_ev="5.89 / 6.47" charge=+3 multiplicity=2
Re 0.5608 0.2422 -1.0882 0.2 -0.5 0.0
Cl 2.7965 0.0827 -2.0197 0.1 0.3 -0.2
C 2.2478 1.7239 -2.5047 -0.5 -0.3 0.2
C 0.9028 1.9052 -2.0824 -0.1 -0.3 0.5
C 0.2968 3.1738 -2.3499 0.0 -0.5 0.2
Cl -1.2837 3.4439 -1.8091 0.0 0.1 0.0
C 0.9907 4.1312 -3.0541 0.5 0.0 -0.3
Cl 0.2913 5.6223 -3.4278 -0.1 0.1 0.0
C 2.3329 3.8616 -3.4749 -0.2 -0.6 0.4
Cl 3.1776 5.0031 -4.3012 0.3 0.4 -0.3
C 2.9975 2.5998 -3.1946 -0.2 0.6 -0.2
Cl 4.5631 2.2629 -3.7088 0.3 0.0 -0.1
C -3.3290 0.2674 1.1177 0.0 -0.3 -0.1
N -3.0255 -1.1140 0.6825 -0.2 0.1 0.3
C -3.5100 -2.2447 1.3084 0.0 0.3 0.0
C -3.0496 -3.3134 0.6185 0.2 -0.1 -0.3
N -2.2905 -2.8285 -0.4253 0.0 -0.4 -0.1
C -1.6818 -3.6586 -1.4892 -0.1 0.2 0.3
C -2.2848 -1.4957 -0.3628 0.1 -0.1 0.1
Se -1.6198 -0.3375 -1.7176 -0.3 0.5 -0.6
H -2.6882 0.5345 1.9534 0.0 0.0 0.0
H -4.3714 0.3076 1.4189 0.0 0.0 0.0
H -3.1743 0.9478 0.2872 0.0 0.0 0.0
H -4.1499 -2.1876 2.1737 0.0 0.0 0.0
H -3.2090 -4.3685 0.7674 0.0 0.0 0.0
H -1.5238 -4.6555 -1.0905 0.0 0.0 0.0
H -0.7259 -3.2300 -1.7753 0.0 0.0 0.0
H -2.3533 -3.7025 -2.3430 0.0 0.0 0.0
C 1.8173 1.1071 2.3562 0.0 -0.1 0.0
N 1.8490 -0.3517 2.5021 0.2 0.1 0.4
C 2.4342 -0.8487 3.7793 -0.1 0.1 -0.2
C 1.4283 -1.2027 1.6347 0.0 -0.3 -0.3
O 0.9103 -0.9491 0.4750 0.1 0.7 0.3
H 1.3254 1.5300 3.2298 0.0 0.0 0.0
H 1.2678 1.3990 1.4666 -0.1 0.0 -0.1
H 2.8373 1.4842 2.3053 0.0 0.0 0.0
H 1.8533 -0.4506 4.6068 0.0 0.0 0.0
H 3.4627 -0.5034 3.8454 0.0 0.0 0.0
H 2.4079 -1.9340 3.7959 0.0 0.0 0.0
H 1.5192 -2.2539 1.8942 0.0 0.0 0.0

***

[3]
22
Properties=species:S:1:pos:R:3:forces:R:3 method="wB97M-V/def2-TZVPD" e_homo_ev=-13.307 orbital_gap_ev=10.20 charge=+1 de_lowest_kj_mol=26.8
C -1.5824 1.9884 -0.1935 1.4 0.8 -3.4
C 0.3080 -1.8749 -1.7394 -1.7 0.2 2.6
C -0.1440 1.9775 -0.7414 2.6 0.9 5.5
C -0.1564 -1.1918 -0.4377 4.2 -0.5 1.0
N 0.6305 0.4401 2.1209 -1.2 1.8 -1.7
N 0.2161 -1.9458 0.7923 -0.3 -0.5 0.5
Si 0.7945 0.4415 -0.1560 -3.8 0.2 1.3
Cl 2.7243 0.3746 -0.2441 1.9 -0.2 -0.2
H -1.4912 1.8090 0.8009 -0.7 -0.7 3.0
H -1.8512 3.0381 -0.3630 -0.9 -0.6 0.0
H -2.0806 1.2243 -0.8055 -0.7 0.5 0.7
H 1.3423 -1.9122 -1.7876 1.9 0.0 -0.6
H -0.2151 -1.4556 -2.5196 -0.5 1.2 -2.3
H -0.0904 -2.8434 -1.6524 -0.2 -1.6 -0.1
H 0.4816 2.8746 -0.2124 -1.4 -1.8 -1.8
H -0.1880 2.0129 -1.7467 0.5 0.5 -3.5
H -1.1777 -1.1605 -0.3287 -2.5 0.8 -0.4
H -0.3331 0.7219 2.4084 1.1 0.4 -0.2
H 1.3534 1.0039 2.5754 -0.4 -0.1 0.0
H -0.3422 -2.7820 0.9099 -0.1 0.0 -0.1
H 0.6253 -0.4979 2.4338 0.6 -1.5 0.0
H 1.1764 -2.2427 0.8866 0.3 0.0 -0.5

***

[4]
76
Properties=species:S:1:pos:R:3:forces:R:3 method="wB97M-V/def2-TZVPD" e_homo_ev="-11.927 / -11.946" orbital_gap_ev="4.12 / 4.66" charge=+2 de_lowest_kj_mol=186.0 multiplicity=2
Ru 0.2968 -0.0632 -0.9149 -1.1 1.3 1.9
O 0.5696 3.7905 -0.9844 2.4 -1.6 -0.2
C -0.5084 4.4836 -0.8081 -2.1 1.6 0.3
C -0.4712 5.8992 -0.8685 0.3 -1.4 0.0
C -1.6455 6.5910 -0.7782 -1.2 -0.3 0.1
C -2.8647 5.9008 -0.6215 0.1 -0.3 0.1
C -2.8948 4.4976 -0.5313 -0.6 1.4 0.0
C -1.7296 3.7866 -0.6032 1.5 0.2 -0.3
C -1.6584 2.2736 -0.5319 -1.9 0.7 1.1
O -0.7072 1.7974 -1.3722 1.6 -3.0 -1.0
N -1.3327 1.8805 0.8407 0.4 0.1 -0.8
N -0.7963 0.6608 1.0068 0.8 -0.3 -0.1
C -0.5858 0.2740 2.2260 -0.6 0.4 -0.7
C -0.0213 -0.9556 2.6193 0.9 -1.1 1.0
Br 0.5343 -2.1588 1.2266 0.1 0.6 -0.4
C 0.2913 -1.3564 3.8856 -0.1 0.0 -1.4
C -0.1810 -0.8226 5.1267 -0.1 0.5 1.1
C -1.3573 -0.0618 5.2687 0.2 -0.3 -0.3
C -1.7072 0.4735 6.4906 -0.1 0.1 0.1
C -0.9060 0.2632 7.6079 0.1 -0.1 -0.1
C 0.2310 -0.5294 7.4999 -0.1 0.1 0.2
C 0.5787 -1.0801 6.2856 0.0 0.0 -0.5
H 0.2317 2.8333 -1.1660 0.7 1.1 0.0
H 0.4780 6.3932 -1.0297 0.0 -0.1 0.0
H -1.6375 7.6691 -0.8580 -0.1 0.0 0.0
H -3.7924 6.4563 -0.5781 0.0 0.0 0.0
H -3.8377 3.9811 -0.4052 -0.1 0.0 0.0
H -2.6703 1.8964 -0.7797 0.2 -0.1 0.0
H -1.6470 2.4153 1.6369 -0.1 -0.1 0.0
H -0.8263 0.9689 3.0279 -0.1 -0.1 -0.1
H 1.0091 -2.1671 3.9478 -0.2 -0.2 0.1
H -2.0277 0.0390 4.4246 -0.1 0.1 0.1
H -2.6202 1.0463 6.5861 0.0 0.0 0.0
H -1.1839 0.6901 8.5617 0.0 0.0 0.0
H 0.8437 -0.7155 8.3718 0.0 0.0 0.0
H 1.4637 -1.6997 6.2039 0.0 0.0 0.0
O 5.2441 3.5179 0.3134 -0.1 0.0 -0.3
C 4.1981 2.7203 0.1343 -0.2 -0.2 0.1
C 3.5737 2.0049 1.1605 0.0 0.0 0.0
C 2.5021 1.1997 0.8552 0.1 0.0 0.2
N 2.0091 1.0551 -0.3834 0.1 0.3 -0.3
C 2.6206 1.7497 -1.3612 0.0 0.0 0.1
Br 1.9027 1.5237 -3.0995 0.1 0.0 0.2
C 3.6935 2.5816 -1.1609 0.1 0.0 -0.1
H 5.5346 3.5530 1.2310 0.0 0.0 0.1
H 3.9253 2.0720 2.1820 0.0 0.0 0.0
H 2.0152 0.6291 1.6352 0.0 0.0 0.0
H 4.1571 3.1223 -1.9736 -0.1 0.0 0.0
O -3.5770 -4.9236 -3.8552 0.1 0.1 0.1
C -4.1866 -3.7172 -3.4646 -0.2 0.0 -0.1
C -3.1475 -2.8267 -2.8486 -0.1 0.0 0.1
C -3.5061 -1.7336 -2.0667 0.1 -0.1 -0.1
C -2.5147 -0.9708 -1.4875 -0.2 0.1 0.2
N -1.2142 -1.2239 -1.6445 -0.4 -0.2 -0.3
C -0.8512 -2.2822 -2.4022 -0.4 0.0 -0.1
C -1.7972 -3.0913 -3.0133 0.3 0.0 0.1
C 0.5961 -2.5185 -2.4913 0.2 -0.3 -0.2
C 1.1580 -3.6219 -3.1133 -0.2 0.2 0.1
C 2.5346 -3.7983 -3.1045 0.1 0.0 0.0
C 3.1427 -4.9933 -3.8000 0.0 0.0 0.0
O 2.2811 -6.1057 -3.8067 -0.1 0.1 0.0
C 3.3163 -2.8411 -2.4619 -0.2 0.0 0.0
C 2.6966 -1.7595 -1.8753 0.4 0.1 0.1
N 1.3703 -1.5941 -1.8798 -0.5 0.4 -0.3
H -4.2401 -5.5329 -4.1914 -0.1 0.0 0.0
H -4.9873 -3.8787 -2.7349 0.0 0.0 0.0
H -4.6286 -3.1953 -4.3236 0.0 0.0 0.0
H -4.5452 -1.4867 -1.8941 0.0 0.0 0.0
H -2.7653 -0.1419 -0.8426 0.0 0.0 -0.1
H -1.5073 -3.9464 -3.6050 0.0 0.0 0.0
H 0.5402 -4.3621 -3.6008 0.0 0.0 0.0
H 4.1220 -5.2176 -3.3709 0.0 0.0 0.0
H 3.3018 -4.7173 -4.8467 0.1 0.0 0.0
H 2.4444 -6.6621 -3.0396 0.0 0.0 0.0
H 4.3928 -2.9365 -2.4147 0.0 0.0 0.0
H 3.2778 -1.0015 -1.3675 -0.1 0.0 0.0

***

Ordered E_tot results: -68314.2863 -151337.3929 -27749.8521 -195047.5463; unit eV.